(1)
This record from OMol25 describes the ion C20H31N2O2 with charge +1 at a distorted geometry. The level of theory is the ωB97M-V functional and the def2-TZVPD basis.

Orbital gap (eV): 9.69
LUMO (eV): -2.72
Structure (SMILES): CCCc1n(C[C@@H](O)COC2CCCCC2)c2ccccc2[n+]1C
Charge: +1

Each line ends with the natural charge from an NBO analysis.
Positions of all 55 atoms, in Å:
H: -1.3617 -2.1906 -4.6405  0.21
C: -1.2088 1.7573 1.5326  -0.41
H: -1.6008 2.3652 3.5560  0.20
O: 0.8886 1.1096 0.6097  -0.59
C: 0.6734 -1.9160 -3.9552  -0.38
H: 1.5442 -2.2491 1.9126  0.23
C: 0.5110 -2.1252 1.6319  -0.22
H: 2.8201 1.6982 1.0783  0.20
H: -1.9524 4.4213 1.3281  0.20
H: -2.9930 2.4967 2.4808  0.22
H: 2.6659 -1.4949 -1.7733  0.23
O: 2.4348 1.0947 -1.5494  -0.72
C: 2.2995 -1.2072 -0.7867  -0.24
C: -2.2324 -1.8474 0.9230  -0.24
N: 0.8626 -1.3249 -0.7492  -0.31
H: 0.6709 1.6723 2.5839  0.17
C: -0.5027 -2.4129 2.5234  -0.19
C: 0.3023 1.9702 1.5921  0.11
H: -0.2508 -2.7575 3.5137  0.24
H: -3.0217 -1.7726 -2.1716  0.23
H: 2.7186 -1.8853 -0.0432  0.23
H: 3.8858 0.1927 -0.4617  0.20
H: -3.1037 -0.1952 -1.3659  0.23
C: 0.4135 -0.6502 -3.1103  -0.50
C: -1.2167 -1.5526 0.0229  0.17
C: -0.0666 4.3278 2.3601  -0.40
H: -0.9432 -3.1664 -3.2225  0.20
C: -2.4806 -0.8441 -1.9823  -0.42
N: -1.2510 -1.1176 -1.2865  -0.32
H: 0.1721 5.3726 2.1590  0.22
C: 0.0074 -0.9933 -1.7267  0.54
H: 1.0527 -1.5888 -4.9232  0.23
C: -0.5723 -2.7663 -4.1639  -0.61
H: -2.2862 -0.3511 -2.9301  0.23
H: -3.2721 -1.7513 0.6571  0.24
C: -1.9150 2.6494 2.5498  -0.40
C: 0.1372 -1.6827 0.3695  0.13
H: -1.5518 1.9981 0.5237  0.19
H: -1.4322 0.7069 1.7295  0.21
H: -0.3607 -0.0554 -3.5943  0.24
C: 2.2509 0.7972 0.8220  -0.10
H: 1.4487 -2.5226 -3.4843  0.20
H: 0.3001 4.0868 3.3600  0.20
C: -1.5761 4.1166 2.3070  -0.40
H: 0.3036 3.7054 0.3290  0.20
C: -1.8489 -2.2749 2.1779  -0.19
H: -0.3361 -3.6063 -4.8112  0.24
C: 2.7908 0.2371 -0.4999  0.09
H: -2.6044 -2.5134 2.9093  0.24
H: 1.3240 -0.0499 -3.0785  0.29
H: 2.3632 0.0737 1.6398  0.18
H: 1.7148 3.6024 1.3883  0.21
H: -2.0627 4.7369 3.0599  0.22
C: 0.6362 3.4409 1.3358  -0.43
H: 1.6674 1.6071 -1.2520  0.49

Cartesian forces, eV/Å:
H -0.1355 0.0474 -0.0526
C 0.3333 -0.1215 0.3128
H -0.0463 -0.0290 0.0926
O 0.0893 0.0115 -0.1646
C -0.2632 0.0163 0.0308
H 0.1259 -0.0066 0.0367
C 0.0413 0.0734 -0.1294
H -0.0256 -0.0770 -0.0036
H -0.0558 0.0578 -0.0490
H -0.0122 -0.0439 0.0926
H -0.0530 -0.0880 0.1033
O -0.0610 0.2541 -0.2232
C 0.7779 0.6486 -0.1004
C 0.0740 0.0181 -0.1291
N -0.5459 -0.1300 -0.2978
H -0.0144 0.0034 -0.0285
C 0.0557 0.0266 -0.0009
C -0.3512 0.2711 -0.0891
H 0.0429 -0.0418 0.0890
H 0.0569 0.0357 -0.0092
H -0.0527 -0.0613 -0.0993
H -0.1312 -0.0407 0.0873
H 0.0707 0.0075 -0.0300
C 0.2727 -0.1370 -0.3507
C 0.6058 -0.2769 0.7024
C -0.1310 0.0757 -0.2447
H -0.1037 -0.0803 0.0956
C -0.5311 0.0541 -0.3430
N 0.5846 0.0664 0.1149
H 0.0627 0.0077 0.0877
C 0.0761 0.1203 -0.1907
H 0.0958 0.0159 0.0417
C 0.2479 0.0249 -0.0359
H 0.0108 -0.0269 0.0655
H -0.1427 0.0117 -0.0302
C -0.0819 0.1043 -0.2858
C -0.9454 -0.1867 0.2429
H -0.0208 0.0020 -0.1261
H 0.0151 -0.0266 -0.0480
H 0.0123 0.0540 0.0748
C 0.2006 0.0748 -0.1047
H 0.0974 0.0354 -0.0227
H 0.0398 0.0562 0.0804
C 0.1004 -0.0873 0.2989
H -0.0001 -0.0250 -0.0820
C -0.0647 0.0313 -0.0461
H -0.0693 -0.1077 -0.0278
C -0.1781 -0.3870 0.4465
H -0.0863 -0.0269 0.0599
H -0.1922 0.0232 0.0891
H 0.0197 0.0227 -0.0319
H 0.0293 0.0091 -0.0755
H -0.0590 0.0623 -0.0503
C 0.1709 -0.2765 0.2391
H 0.0441 -0.0385 0.0183

(2)
This record from OMol25 describes the molecule C20H31N3O5S at a distorted geometry. The level of theory is the ωB97M-V functional and the def2-TZVPD basis.

Orbital gap (eV): 8.96
LUMO (eV): 0.46
Structure (SMILES): COc1ccc(S(=O)(=O)N2CCC(C(=O)NCCCN3CCOCC3)CC2)cc1

Each line ends with the natural charge from an NBO analysis.
Positions of all 60 atoms, in Å:
C: -1.7108 -2.3000 2.3228  -0.21
C: -2.8602 1.2172 2.9744  -0.07
O: -0.2695 0.7986 -0.3037  -0.99
H: -2.0766 0.4508 -4.5844  0.22
C: -1.4631 0.2484 -3.7055  -0.43
H: -4.8081 -0.3374 5.0362  0.19
H: 2.1876 -0.6146 -2.6291  0.20
C: -4.2765 -0.2255 4.0893  -0.07
H: 2.6109 3.1396 -2.2471  0.24
H: 1.8600 0.5153 1.0017  0.23
H: 6.0627 1.9477 2.5332  0.18
H: 6.5394 0.5446 1.5328  0.18
C: 0.4355 -1.4433 -3.5827  -0.40
C: 2.5582 1.1325 0.4585  -0.09
C: 2.1239 1.8081 -0.6621  -0.40
H: -2.6292 -1.4570 4.7449  0.16
H: 0.6515 -2.4864 -3.3461  0.24
C: -3.3063 -1.3869 3.8736  -0.24
H: 7.6224 1.9505 1.6748  0.21
H: -0.5714 -3.1167 0.6952  0.21
C: -1.1632 -2.2226 0.8989  -0.41
N: -1.8163 -1.4291 -1.3262  -0.64
C: -1.7432 -2.0429 -2.5165  0.68
H: -5.0015 -0.2074 3.2614  0.16
C: 4.7513 2.0710 0.1654  0.34
H: -2.0500 0.5291 -2.8294  0.22
O: -2.1464 -3.1744 -2.7140  -0.65
H: -3.0853 -1.4717 0.3172  0.21
C: -1.8566 0.0934 2.7220  -0.27
H: -2.3186 -3.2044 2.4183  0.20
H: -0.8676 -2.3821 3.0340  0.17
H: -1.1134 0.0790 3.5409  0.16
H: -3.5450 1.2829 2.1162  0.17
H: 4.1950 0.7268 1.7596  0.23
O: -3.5982 1.0053 4.1568  -0.52
H: 0.8247 -0.8841 -1.5305  0.21
H: -1.3466 0.2948 1.7801  0.23
C: 4.2935 2.7513 -0.9711  -0.25
H: -3.8702 -2.3192 3.7936  0.20
C: 1.0953 -0.5498 -2.5367  -0.24
O: -0.1070 2.9220 -1.5336  -0.93
H: 0.3067 1.0203 -4.7101  0.20
N: 0.7069 0.8450 -2.6859  -0.69
C: 3.8715 1.2591 0.8797  -0.33
C: -2.2920 -2.0799 -0.1268  -0.24
H: -1.4304 -1.7424 -4.5690  0.24
C: -0.2202 1.1382 -3.7588  -0.23
H: -2.6957 -3.0515 -0.4169  0.23
H: -0.4968 2.1863 -3.6408  0.25
C: -1.0892 -1.2459 -3.6550  -0.30
C: 2.9861 2.6193 -1.3811  -0.14
H: 0.8709 -1.2288 -4.5604  0.21
H: -2.3451 2.1708 3.0991  0.19
H: -1.3807 -0.5301 -1.1624  0.42
S: 0.4497 1.6369 -1.2404  2.33
C: 6.5821 1.6341 1.6230  -0.26
H: 4.9908 3.3763 -1.5054  0.23
N: -2.5692 -1.1729 2.6409  -0.45
O: 6.0504 2.2682 0.4809  -0.48
H: -0.5067 -1.3564 0.8062  0.21

Cartesian forces, eV/Å:
C 0.1122 -0.0231 -0.1529
C 0.3174 -0.0118 -0.1687
O 0.2481 0.0739 0.0469
H -0.0634 0.0108 0.0547
C 0.2420 0.1541 -0.0813
H -0.0109 -0.0412 -0.0863
H -0.1259 -0.1101 0.0728
C -0.0337 -0.3994 0.0947
H 0.0649 0.1178 -0.1620
H -0.0377 -0.1085 0.0985
H 0.0043 -0.0156 -0.0405
H -0.0160 0.0436 0.0008
C -0.0780 0.1700 0.0765
C -0.1992 -0.0053 -0.0399
C -0.6595 -0.2513 -0.0025
H -0.0390 -0.0310 -0.0324
H 0.0743 0.0322 -0.0574
C -0.2318 0.2697 0.0212
H -0.0793 -0.0538 0.0361
H 0.0717 0.0300 -0.0319
C -0.2737 0.0210 0.1194
N 0.0439 0.1995 0.2915
C 0.0384 0.3212 -0.5235
H 0.0222 -0.0222 0.0773
C -0.2241 -0.0358 -0.0601
H -0.0577 0.0444 -0.0574
O -0.0507 -0.4280 -0.0705
H 0.0200 -0.1403 -0.0766
C -0.2652 0.2021 0.0075
H 0.0441 -0.0186 0.0706
H -0.0970 -0.0401 0.0066
H 0.0147 0.0003 -0.0548
H 0.0594 0.0245 0.0261
H 0.0488 -0.0362 0.0705
O 0.0556 0.0924 0.1155
H 0.0868 -0.1686 -0.1326
H 0.0424 0.0231 0.0583
C 0.0165 -0.0390 0.0757
H 0.0111 -0.0004 0.0423
C 0.6444 -0.6250 0.1858
O 0.0695 0.1539 -0.1942
H -0.0123 0.0690 0.0821
N -0.2103 0.6190 0.8860
C 0.3181 0.0633 0.0802
C -0.0167 -0.1032 0.1584
H -0.0101 0.0303 0.2227
C -0.6008 0.3618 -0.2803
H -0.0225 0.1164 0.0681
H -0.0086 -0.0647 -0.2790
C -0.0657 -0.2837 -0.0220
C 0.1995 0.1005 -0.0067
H 0.0127 -0.0645 -0.0082
H -0.0159 -0.0451 -0.0757
H -0.0812 -0.1027 -0.2277
S 0.5865 -0.1018 -0.2815
C 0.1001 -0.1176 0.2035
H 0.0595 0.0827 -0.0780
N 0.0254 -0.0172 0.1890
O -0.1689 0.1406 -0.2701
H 0.1013 -0.0626 0.0152

(3)
This record from OMol25 describes a structure of composition C20H31N4Tc at a distorted geometry. The level of theory is the ωB97M-V functional and the def2-TZVPD basis.

Orbital gap (spin up / spin down) (eV): 6.76 / 6.96
LUMO (spin up / spin down) (eV): -4.09 / -4.64
<S²>: 3.824
Charge: +1
2S+1: 4

Each line ends with the Löwdin charge.
Positions of all 56 atoms, in Å:
H: 1.7368 -1.0814 -3.9479  0.07
H: -1.1122 2.2472 0.4249  0.13
H: -2.5836 2.7822 2.2319  0.13
H: -0.3852 -2.4141 1.6990  0.12
H: 1.5697 0.1538 2.1087  0.07
H: -2.7464 -1.4044 0.4800  0.11
H: 1.4584 1.1609 -3.0972  0.06
N: 0.3920 0.7633 3.6173  -0.09
H: 0.0822 1.6969 -3.9977  0.10
C: 0.5422 0.0207 2.3926  -0.20
H: 3.3028 -0.9392 1.6839  0.13
H: -1.1179 -0.5121 4.3761  0.13
C: 0.1076 -2.9522 -0.4108  -0.13
C: -0.2906 1.9364 1.1146  -0.16
C: -1.5329 -0.0953 -3.7445  -0.12
H: -2.2380 0.4989 -3.1482  0.08
H: 2.3757 -2.5384 -0.2089  0.11
C: -0.9602 0.5579 4.1842  -0.13
H: -2.4919 -1.6470 -2.1158  0.11
Tc: 0.0082 -0.7505 -1.0512  1.49
H: 0.6678 2.1883 0.6688  0.10
C: 0.3666 1.1974 -3.0501  -0.14
C: 2.3191 0.6441 -1.0694  -0.12
C: -0.6569 -2.3694 0.6308  -0.11
H: -0.2343 -2.9479 -2.6571  0.10
C: -0.5323 -2.6630 -1.6670  -0.21
C: -1.8001 2.4396 2.9307  -0.16
C: -1.7809 -2.0188 -1.3753  -0.16
C: 0.5520 2.2101 3.3400  -0.13
C: 2.8546 0.6994 0.2107  -0.09
H: 0.4363 -0.6318 -5.0436  0.09
H: 0.9520 -3.6122 -0.2966  0.12
H: -2.5452 0.5260 1.2241  0.13
H: 2.2896 -1.2475 -2.3321  0.10
H: -1.8891 2.9861 3.8822  0.13
H: -1.8911 -0.8088 2.2519  0.11
C: -0.1652 -0.2193 -2.9931  -0.60
C: -1.8591 -1.8354 0.0307  -0.11
H: 0.4153 2.7634 4.2896  0.14
H: 3.2399 1.6262 0.6477  0.13
H: -1.9639 -1.0485 -4.0864  0.08
N: -1.9791 0.9987 3.1914  -0.08
N: -0.4724 2.6916 2.3623  -0.09
C: 2.8410 -0.6034 0.7581  -0.07
H: 2.4013 1.5232 -1.7239  0.11
C: -1.7732 0.2338 1.9562  -0.20
C: 0.6421 -1.0795 -4.0529  -0.09
C: 1.9993 -0.7505 -1.4366  -0.33
N: -0.4181 0.4494 1.3351  -0.09
H: 0.3828 -1.0596 2.5849  0.12
H: 1.5436 2.4050 2.9102  0.13
H: 0.2582 -2.1089 -4.0992  0.06
H: -1.3226 0.5009 -4.6587  0.08
H: -0.0769 1.7564 -2.2124  0.08
C: 2.1188 -1.4720 -0.1493  -0.16
H: -1.0367 1.1535 5.1076  0.13

Cartesian forces, eV/Å:
H -0.5160 -0.0550 -0.0494
H 0.5929 -0.2856 0.2960
H 0.3260 -0.0953 0.2581
H -0.3929 -0.0291 -0.9989
H -0.1655 0.1555 -0.3623
H 0.4948 -0.0537 0.0919
H -0.5892 0.4463 0.2537
N -0.5256 0.4638 0.6554
H -0.1589 -0.1527 0.5320
C -0.1788 -0.1557 0.6609
H -0.2331 0.1787 -0.1250
H 0.0998 0.2822 0.1459
C -1.1617 -0.7093 0.0590
C -1.2192 0.3264 0.5330
C -0.1092 0.2256 0.3585
H -0.2079 -0.2917 -0.1742
H -0.2359 0.8862 0.4669
C 0.1219 0.3772 -0.8642
H 0.2164 -0.4143 0.4604
Tc -0.8102 1.1942 3.4888
H 0.0712 -0.1804 0.0575
C 0.3874 0.3593 -0.7522
C 1.6706 0.4708 -0.0509
C -0.8372 -0.8897 -0.2161
H 0.1134 -0.4269 0.1984
C -0.7420 -0.9397 0.1085
C 0.0768 -0.3657 -0.1528
C -0.4807 -0.0614 0.3236
C -0.6417 0.0002 -0.1488
C -0.3113 0.0568 -0.8086
H 0.1524 -0.2306 0.3315
H -0.2374 0.2135 0.0188
H 0.2921 -0.0826 0.2941
H 0.3137 0.0233 -0.3325
H -0.0433 -0.1477 -0.3661
H 0.0942 0.0506 -0.2430
C 0.1565 -0.2274 -4.1616
C 0.2194 -0.7238 -0.9843
H 0.2248 -0.2351 -0.5443
H -0.1028 -0.5240 0.0004
H -0.0103 0.2574 0.3621
N 0.2583 -0.0138 0.1601
N 0.7477 -0.2794 0.1245
C -1.0457 -1.4249 -0.8343
H -0.2459 -0.7654 0.5595
C -0.3074 0.8402 0.5481
C -0.2860 0.5115 -0.2067
C 0.7687 0.7836 1.4634
N 0.0030 0.3803 -0.3285
H 0.1481 0.7448 0.0452
H -0.1708 -0.0732 0.2410
H 0.3428 0.3817 -0.1947
H -0.2962 -0.4829 0.5056
H 0.5834 0.4717 -0.1419
C 3.9652 0.5811 -0.2338
H -0.1787 -0.3457 -0.3276